No. 1
# C12H21AgN5O8S

A molecular structure, C12H21AgN5O8S (ωB97M-V/def2-TZVPD, OMol25).

XYZ file:
```
48
Properties=species:S:1:pos:R:3:forces:R:3:lowdin_charge:R:1
Ag -1.62005 -1.48826 -0.26271 0.07 -0.18 0.08 0.744
N 0.65539 2.63716 -0.49686 0.27 0.12 0.26 0.071
C 0.19702 1.67738 0.54060 -0.05 -0.11 0.03 -0.372
C 1.28435 1.28052 1.52849 0.01 0.08 -0.01 -0.121
C 0.76161 0.16883 2.45031 -0.02 0.00 -0.03 -0.383
N 0.50223 -1.02086 1.65907 -0.01 -0.17 -0.07 0.046
C -0.50920 0.64472 3.15873 0.02 0.04 0.08 -0.110
C -1.59640 1.23144 2.25339 -0.04 0.03 0.03 -0.373
N -2.30191 0.19237 1.52102 -0.07 -0.30 -0.11 0.037
C -1.00687 2.24758 1.26864 0.03 0.09 0.03 -0.115
H 1.61164 2.41386 -0.76064 0.02 0.00 -0.01 0.107
H 0.68146 3.57518 -0.10573 -0.01 -0.01 -0.01 0.112
H -0.19436 2.45711 -1.70875 0.24 0.16 0.51 0.050
H -0.11334 0.75818 0.03599 0.01 0.06 0.03 0.097
H 1.59149 2.15459 2.11823 0.00 0.01 0.00 0.118
H 2.16864 0.92044 0.98891 0.00 -0.02 -0.02 0.112
H 1.51364 -0.00360 3.23542 0.01 0.01 -0.02 0.131
H -0.18706 -1.64797 2.10033 0.02 0.05 0.01 0.025
H 1.33999 -1.56422 1.49238 0.03 0.04 0.04 0.079
H -0.21585 1.42639 3.86907 0.00 0.00 -0.01 0.115
H -0.93196 -0.18182 3.73430 0.00 -0.01 -0.04 0.114
H -2.28288 1.78132 2.91421 0.00 0.00 -0.02 0.132
H -3.23419 0.48120 1.25339 0.01 0.01 0.01 0.089
H -2.38550 -0.68134 2.05854 0.01 0.08 0.06 0.032
H -0.69648 3.15018 1.81454 0.01 0.01 0.01 0.119
H -1.77740 2.54558 0.55152 -0.01 -0.02 -0.02 0.121
O -3.32031 -2.63211 1.01071 0.01 0.04 -0.03 -0.478
S -2.24627 -3.33986 1.78830 -0.02 -0.04 -0.05 0.230
O -2.72176 -4.58447 2.36829 0.00 0.05 0.06 -0.386
O -1.75457 -2.37956 2.83493 -0.01 0.00 0.08 -0.461
O -1.10952 -3.57385 0.83067 0.19 -0.06 -0.02 -0.493
C 1.75385 -3.16558 -1.72051 -0.02 -0.01 0.01 0.011
C 1.32338 -1.83544 -2.22244 -0.06 -0.03 0.10 -0.331
N 0.18517 -1.26854 -1.90229 -0.27 -0.04 0.00 0.142
C 0.16219 -0.04895 -2.50365 -0.15 0.13 -0.01 -0.148
C 1.32317 0.14759 -3.20752 0.17 -0.16 -0.25 -0.089
N 2.03824 -1.01356 -3.03169 0.00 0.05 0.08 0.180
C 1.90367 1.20148 -4.06609 0.20 0.39 0.31 -0.478
O 1.22538 2.34260 -4.16752 0.47 -0.24 -0.31 0.124
O 2.98701 1.04118 -4.58247 -0.26 -0.04 -0.09 0.094
C -1.03332 0.81611 -2.32552 -0.30 -0.20 0.24 -0.462
O -0.79347 2.14377 -2.51153 -0.79 -0.56 -0.44 0.001
O -2.09679 0.34660 -1.99887 0.54 0.79 -0.51 0.093
H 0.94303 -3.57071 -1.11330 0.01 0.00 0.02 0.081
H 2.64443 -3.07927 -1.09620 0.01 0.02 -0.01 0.084
H 1.97492 -3.85004 -2.53991 -0.01 -0.01 -0.02 0.081
H 2.94000 -1.17254 -3.45406 -0.02 0.01 0.03 0.168
H 0.41752 2.31919 -3.60169 -0.26 -0.03 -0.01 0.059
```
Positions in Å, forces in eV/Å.

## Properties
* HOMO: -0.1529 hartree
* total charge: -1
* gap between HOMO and LUMO: 6.14 eV
* energy above the lowest of the compared OMol25 structures with the same formula, charge and spin: 1.369 eV
* F_max: 1.09 eV Å⁻¹

No. 2
# C12H21B2BrCaF7MgNNaO6S

A molecular structure, C12H21B2BrCaF7MgNNaO6S (ωB97M-V/def2-TZVPD, OMol25).

XYZ file:
```
54
Properties=species:S:1:pos:R:3:forces:R:3:lowdin_charge:R:1
C -1.15825 4.58214 3.26814 -0.05 1.10 0.20 -0.099
C -2.71721 4.82393 2.85336 -0.65 0.17 1.50 -0.391
C -3.50314 5.13586 4.27314 0.22 -1.38 -0.19 -0.119
C -3.45160 3.52361 2.22329 -0.45 1.10 0.21 -0.159
C -2.95704 3.09920 0.73534 -0.34 -0.52 0.25 -0.275
C -1.97316 4.15877 0.00550 -0.51 -0.20 -1.24 -0.101
C -2.37669 1.57424 0.79903 -0.68 -0.12 -0.38 -0.170
O -0.96249 1.46507 0.43820 -0.40 -1.42 0.51 -0.175
B -0.50275 0.14747 0.94131 -1.32 2.36 0.87 -0.906
S 0.79987 -0.65233 -0.21238 1.88 -0.11 -1.52 0.658
C 0.21967 0.35256 2.42928 2.48 3.65 0.82 -0.231
O 0.78954 1.53388 2.64004 -4.28 -5.32 0.17 -0.123
N 0.27284 -0.74384 3.46584 -0.19 2.87 0.49 0.117
C -0.40295 -0.27330 4.71891 -5.58 -3.18 4.14 -0.255
O -1.40687 -0.90819 5.22474 7.00 4.82 -3.85 0.080
F 0.05732 0.91211 5.46502 -0.14 -2.50 -2.46 -0.019
H -0.43631 4.49126 2.37078 -1.29 -0.08 1.42 0.055
H -1.01499 3.69048 4.00525 -0.43 1.46 -1.46 0.089
H -0.82819 5.55149 3.84492 -0.53 -1.85 -1.02 0.086
H -2.87700 5.78929 2.20956 0.62 -1.97 0.94 0.129
H -3.41376 4.13426 4.87995 -0.33 1.90 -0.94 0.089
H -4.64384 5.34151 4.10180 2.26 -0.19 0.36 0.088
H -2.98009 5.94368 4.90924 -1.00 -1.10 -1.22 0.076
H -3.37040 2.67689 3.01930 0.03 1.30 -1.59 0.122
H -4.59782 3.77415 2.15983 2.15 -0.42 0.16 0.125
H -3.92304 3.03703 0.07028 1.87 0.14 1.26 0.137
H -2.02586 3.92625 -1.14546 0.17 0.38 2.08 0.083
H -2.38676 5.25318 0.09948 0.96 -2.18 0.06 0.092
H -0.85775 4.06918 0.29074 -2.03 0.24 -0.20 0.065
H -2.98810 0.91491 0.05139 1.00 1.04 1.30 0.134
H -2.49475 1.08580 1.85127 -0.17 1.18 -1.71 0.127
H -1.38663 -0.63299 1.08927 0.14 -0.71 -0.38 0.093
H 1.81799 0.29924 -0.46020 -1.11 -0.69 0.44 -0.117
H 1.25379 -1.04019 3.63952 -0.80 0.36 0.13 0.134
C 2.64763 -4.54847 -3.39891 0.95 -0.95 0.01 -0.023
C 2.08413 -3.32727 -2.75320 1.43 -2.07 1.55 -0.346
O 1.19823 -2.82219 -3.73169 0.50 -5.65 -2.05 -0.233
C 0.77326 -3.91665 -4.43241 -2.46 -4.25 -3.79 -0.472
O -0.18122 -3.91981 -5.15682 1.78 0.88 1.64 0.247
O 1.56297 -4.99984 -4.19840 -0.92 1.88 0.17 0.153
F 3.05138 -2.40121 -2.53342 -0.02 0.92 0.00 0.046
H 3.50609 -4.32998 -4.04248 -0.01 0.08 0.08 0.152
H 2.94053 -5.30650 -2.66966 -0.16 0.02 -0.17 0.175
H 1.53664 -3.52097 -1.82466 0.06 0.26 0.07 0.191
Ca 1.05953 -1.11295 -3.12217 -1.39 8.90 3.21 1.560
B 5.02892 -5.85377 -6.47309 -2.78 1.16 0.92 -1.235
F 4.93951 -4.44549 -6.75130 0.44 -1.68 0.32 0.073
F 4.58854 -6.09782 -5.12477 0.78 0.90 -1.51 0.007
F 4.19835 -6.57193 -7.40788 1.59 1.51 0.04 -0.063
F 6.41811 -6.28284 -6.62982 0.44 -0.17 -0.99 -0.047
Na 2.61519 1.40550 2.23215 2.43 0.33 -0.26 0.750
Br 4.69529 -8.82724 -6.02838 1.68 -1.29 -1.19 0.077
Mg 6.63333 -7.71906 -8.05119 -2.31 -0.24 2.59 1.196
F -2.86996 -2.43814 5.84246 -0.51 -0.69 0.18 -0.644
```
Positions in Å, forces in eV/Å.

## Properties
* HOMO: -0.2578 hartree
* total charge: +1
* gap between HOMO and LUMO: 0.86 eV
* F_max: 9.57 eV Å⁻¹

No. 3
# C12H21BBeF9MgN2NaO12PS2

A molecular structure, C12H21BBeF9MgN2NaO12PS2 (ωB97M-V/def2-TZVPD, OMol25).

XYZ file:
```
63
Properties=species:S:1:pos:R:3:forces:R:3:lowdin_charge:R:1
C 4.54117 -1.71506 2.36663 -0.08 0.66 -0.20 -0.114
C 3.37994 -1.21814 1.44659 -0.39 -0.72 0.90 -0.228
C 1.99741 -1.63375 2.11258 0.22 0.04 -1.73 -0.140
C 0.76733 -0.86650 1.49031 1.39 0.56 1.28 -0.145
O 0.14782 -1.59436 0.40303 0.15 -1.05 0.68 0.024
C -0.89598 -2.32600 0.78798 -1.47 0.33 0.52 -0.163
C -2.06014 -1.83849 1.27124 -0.39 0.82 0.32 -0.153
P -2.57440 -0.09418 1.54508 -1.25 -1.08 0.69 0.862
N -4.00381 -0.13143 2.26675 -0.09 0.89 0.39 -0.380
C -3.03226 -3.02240 1.53385 3.23 1.98 -2.83 -0.445
O -3.90888 -3.14484 2.27374 -2.20 -0.65 1.34 0.192
O -2.53760 -3.95939 0.61928 -0.55 -1.07 1.56 0.112
C -1.14896 -3.86722 0.85971 -1.05 2.77 -2.16 -0.344
O -0.48764 -4.77671 1.07705 1.37 -1.65 1.27 0.201
H 4.89386 -2.73371 2.11419 -0.27 0.27 0.32 0.051
H 5.42979 -1.05960 2.30156 -0.39 -0.34 -0.20 0.073
H 4.20778 -1.63858 3.42016 0.28 -0.39 -0.41 0.064
H 3.44912 -0.12758 1.30768 -0.21 -0.49 0.02 0.101
H 3.42541 -1.68393 0.44216 0.08 0.56 0.30 0.081
H 2.03064 -1.55775 3.21175 -0.12 0.24 -0.41 0.104
H 1.83049 -2.71204 1.86718 -0.01 0.41 0.37 0.095
H 1.09825 0.11741 1.11223 -0.23 -0.56 -0.21 0.122
H 0.05097 -0.69246 2.31362 0.09 -0.23 -0.55 0.084
H -2.73235 0.54314 0.29678 0.82 -0.20 0.09 0.039
H -1.60670 0.53724 2.36621 -0.09 0.00 -0.72 0.035
H -3.92709 0.34087 3.17069 0.20 -0.27 -0.13 -0.026
Na -6.27662 0.29095 2.44019 0.14 0.13 -0.13 0.751
F 1.18515 -5.84396 -0.00777 1.65 0.47 0.65 -0.540
Mg 2.86426 -5.40792 0.50706 -1.52 -1.94 -2.85 1.254
B 1.67750 1.75491 -1.29310 0.09 -0.04 -0.24 -1.223
F 1.43273 0.97779 -2.44917 -0.07 0.26 0.26 0.087
F 0.47457 1.88060 -0.53932 0.06 -0.10 -0.01 0.055
F 2.65208 1.13717 -0.48893 -0.23 0.16 0.08 0.090
F 2.12473 3.04034 -1.68404 -0.08 -0.08 0.00 0.073
C 2.68095 -1.33340 -4.11594 -0.46 0.74 -1.03 -0.014
O 3.49979 -1.64915 -5.23827 0.07 -0.29 0.19 0.028
C 4.79746 -1.33215 -5.11959 -0.11 0.10 0.01 -0.598
O 5.32260 -0.81451 -4.17631 0.04 -0.01 -0.20 0.150
O 5.41046 -1.69914 -6.25727 -0.11 -0.05 -0.07 -0.005
C 6.80674 -1.42185 -6.27792 0.25 0.02 -0.07 -0.055
H 1.66284 -1.64378 -4.35545 0.12 -0.27 -0.07 0.111
H 3.01228 -1.88915 -3.20010 0.40 0.35 0.78 0.092
H 2.68217 -0.26449 -3.92160 0.24 -0.12 0.36 0.089
H 7.31951 -1.96658 -5.48532 -0.04 0.14 0.07 0.097
H 6.98863 -0.35098 -6.18471 0.00 -0.05 0.16 0.095
H 7.19017 -1.75937 -7.23877 -0.22 -0.06 -0.02 0.089
C 1.79978 4.40437 -4.71960 -0.35 1.69 -1.08 -0.224
O 0.93029 3.45103 -4.57278 0.38 -0.24 0.18 0.094
H 2.21496 4.55275 -5.74154 0.27 -0.95 -0.11 0.105
H 1.46780 5.42741 -4.44636 -0.29 -0.25 0.84 0.104
H 2.74373 4.31580 -4.11390 -0.02 -0.60 0.41 0.170
N -9.60883 5.00759 4.46092 0.44 -0.39 0.33 -0.292
S -8.82100 4.67068 3.13441 -0.06 0.33 -2.58 0.480
O -8.43992 3.29886 2.95271 0.13 -0.30 0.53 -0.328
O -7.91388 5.65942 2.64921 0.12 0.01 0.66 -0.276
F -10.02059 4.80744 2.09951 -0.30 0.01 0.61 -0.189
S -8.71218 4.88976 5.74355 0.66 -0.10 1.46 0.406
O -9.48520 4.86780 6.96022 -0.49 0.11 -0.54 -0.482
O -7.51288 5.65983 5.78438 -0.19 0.08 -0.47 -0.275
F -8.16693 3.38801 5.68514 -0.06 -0.11 -0.13 -0.258
Be -8.92794 3.32082 8.68308 -0.05 0.03 0.03 0.255
F 3.02704 -7.32384 -1.65502 0.68 1.16 1.46 -0.709
F 3.58357 -1.24759 -1.79558 -0.13 -0.65 0.02 -0.306
```
Positions in Å, forces in eV/Å.

## Properties
* HOMO: -0.1879 hartree
* total charge: -1
* gap between HOMO and LUMO: 0.90 eV
* F_max: 4.73 eV Å⁻¹

No. 4
# C12H21BN4O6P

2 unconnected molecules or ions with the total composition C12H21BN4O6P (ωB97M-V/def2-TZVPD, OMol25).

XYZ file:
```
45
Properties=species:S:1:pos:R:3:forces:R:3:lowdin_charge:R:1
N 0.74054 -3.73536 2.65695 -0.28 0.54 -0.23 -0.145
P 0.24466 -3.15164 1.31265 1.35 -0.37 0.49 0.535
O -0.04010 -4.31848 0.25877 -0.42 0.57 0.36 -0.127
O -1.13772 -2.30309 1.46075 -0.24 0.09 -0.24 -0.179
C 1.41288 -1.99914 0.50549 -1.48 -0.71 0.03 -0.178
C 2.50209 -1.48654 1.18841 0.06 -0.26 0.67 -0.037
C 3.35077 -0.60513 0.56506 0.21 0.30 -0.08 -0.004
C 3.13458 -0.20591 -0.74762 1.57 0.91 -0.58 -0.030
B 4.11531 0.85314 -1.43427 0.15 0.03 0.36 -0.555
N 4.23438 2.18081 -0.81669 -1.15 -0.76 -0.45 0.167
O 4.78609 0.48585 -2.56147 -0.93 0.43 -0.03 0.177
C 2.07439 -0.72666 -1.44497 -0.29 0.04 0.23 -0.045
C 1.22804 -1.62140 -0.80151 -0.91 0.43 -1.26 -0.084
C 0.16540 -2.00332 -1.82507 0.51 -0.48 -0.07 -0.363
O -0.88987 -2.56603 -1.69604 0.45 0.49 0.32 0.121
N 0.66402 -1.55998 -3.09230 -0.25 0.25 -0.04 0.153
C 1.61447 -0.50286 -2.87340 0.31 -0.40 0.43 -0.336
O 1.89147 0.36212 -3.65769 -0.01 -0.64 0.61 0.163
H 1.66786 -3.39348 2.87570 -0.05 -0.31 0.43 -0.025
H -0.08323 -5.11741 0.81035 0.11 -0.19 -0.25 0.095
H -1.48535 -2.41337 2.35761 0.27 -0.29 0.11 0.087
H 2.69450 -1.77959 2.21441 -0.02 0.02 -0.07 0.112
H 4.21164 -0.19102 1.07921 -0.08 -0.18 0.17 0.132
H 3.72871 2.15120 0.06542 0.16 0.23 0.06 0.064
H 3.66641 2.80920 -1.38948 0.62 0.45 -0.01 0.090
H 4.86731 1.26152 -3.13270 0.68 -0.15 -0.09 0.121
H 1.06232 -2.34670 -3.59912 -0.45 0.19 -0.60 0.170
C -2.04622 1.70185 2.09135 0.09 -0.27 0.16 -0.023
C -1.81724 1.32056 0.63596 0.04 0.42 0.47 -0.303
C -2.37180 2.32997 -0.37071 -0.17 -0.44 -0.56 -0.176
O -3.78007 2.23017 -0.44762 0.21 0.28 0.20 -0.186
C -4.50754 3.12869 0.39825 -0.31 -0.15 0.02 -0.061
N -2.52308 0.02437 0.37105 -0.34 -0.08 -0.34 0.228
H -3.09021 1.59151 2.38784 -0.03 0.11 -0.08 0.085
H -1.45510 1.06367 2.75134 0.01 0.03 0.00 0.091
H -1.74539 2.73203 2.27123 0.00 0.00 -0.04 0.102
H -0.75350 1.15167 0.46276 -0.02 -0.02 -0.09 0.153
H -1.99654 2.07129 -1.36583 -0.02 0.04 -0.01 0.138
H -2.03743 3.34609 -0.15693 0.03 -0.05 0.20 0.138
H -3.94169 4.03411 0.61988 0.08 -0.04 -0.04 0.098
H -4.78513 2.62850 1.32796 0.03 0.12 0.07 0.082
H -5.42395 3.40482 -0.11895 0.06 -0.02 -0.07 0.099
H -2.38477 -0.67302 1.10725 0.32 -0.07 -0.23 0.127
H -2.23512 -0.38975 -0.52002 0.10 -0.22 0.10 0.163
H -3.52683 0.22672 0.27675 0.04 0.16 -0.01 0.168
```
Positions in Å, forces in eV/Å.

## Properties
* HOMO: -0.4475 hartree
* total charge: +1
* gap between HOMO and LUMO: 8.87 eV
* F_max: 1.91 eV Å⁻¹